1.
This record from OMol25 describes C24H21Br4F6N3O6S2SbTi as an isolated structure. The level of theory is wB97M-V/def2-TZVPD.

Last column: Mulliken spin population.
Cartesian coordinates (Å):
Ti  -2.0945  1.1537  -0.1578  0.01
C  1.7480  4.8946  -1.9190  0.00
C  1.1116  3.9085  -0.9474  0.00
N  1.7501  2.5934  -0.9650  0.00
C  2.8383  2.3418  -0.0156  0.00
C  4.2248  2.5009  -0.6188  0.00
C  1.3408  1.6323  -1.8022  0.00
S  1.9601  0.0805  -1.8425  0.00
N  0.4016  2.0407  -2.7530  0.00
C  -0.7934  1.6131  -2.7370  0.00
O  -1.2997  0.8481  -1.7768  0.00
C  -1.7377  1.9522  -3.8365  0.00
C  -1.3487  2.8320  -4.8430  0.00
C  -2.2264  3.1485  -5.8654  0.00
C  -3.4962  2.5828  -5.8922  0.00
C  -3.8817  1.7014  -4.8938  0.00
C  -3.0077  1.3846  -3.8627  0.00
H  1.2150  5.8474  -1.8891  0.00
H  1.6970  4.5008  -2.9342  0.00
H  2.7934  5.0787  -1.6698  0.00
H  0.0533  3.7943  -1.1634  0.00
H  1.1879  4.2838  0.0750  0.00
H  2.7191  1.3342  0.3710  0.00
H  2.7035  3.0315  0.8188  0.00
H  4.3397  1.8282  -1.4689  0.00
H  4.9747  2.2423  0.1300  0.00
H  4.4064  3.5252  -0.9496  0.00
H  -0.3540  3.2557  -4.8052  0.00
H  -1.9216  3.8365  -6.6444  0.00
H  -4.1827  2.8301  -6.6931  0.00
H  -4.8675  1.2543  -4.9116  0.00
H  -3.3046  0.6891  -3.0881  0.01
Br  -4.9087  -5.9311  0.6143  0.00
C  -3.9699  -4.2979  0.4931  -0.02
C  -3.0387  -3.9415  1.5186  0.18
Br  -2.7312  -5.1205  2.9486  0.02
C  -2.3587  -2.7431  1.4694  -0.03
Br  -1.0702  -2.2352  2.7360  0.00
C  -2.5780  -1.8310  0.4116  0.19
O  -1.9824  -0.7022  0.3797  0.14
C  -3.4664  -2.2010  -0.7017  0.10
O  -3.5820  -1.4716  -1.6852  0.31
C  -4.1700  -3.4706  -0.5706  0.09
Br  -5.3443  -3.8761  -1.9778  0.01
F  -0.4805  1.5645  0.8610  0.00
Sb  -1.3665  3.0384  2.4259  0.00
F  -2.7112  1.6724  1.9257  0.00
F  -0.6307  1.8199  3.6746  0.00
F  -2.2242  4.0275  3.8700  0.00
F  -2.1307  2.9751  -0.4199  0.00
F  -3.8571  1.0905  -0.3681  0.00
N  1.6874  -0.1044  2.1628  0.00
C  2.9304  0.2630  2.6706  0.00
C  3.0291  1.1189  3.7721  0.00
C  4.2691  1.4788  4.2767  0.00
C  5.4403  1.0011  3.7028  0.00
C  5.3462  0.1549  2.6081  0.00
C  4.1096  -0.2138  2.0950  0.00
S  7.0342  1.4518  4.3899  0.00
O  7.9807  1.2285  3.3019  0.00
O  6.8834  2.8517  4.7750  0.00
O  7.2199  0.5530  5.5246  0.00
H  0.9106  0.4915  2.3901  0.00
H  1.6744  -0.4299  1.2078  0.00
H  2.1207  1.5040  4.2239  0.00
H  4.3419  2.1547  5.1197  0.00
H  6.2610  -0.1997  2.1505  0.00
H  4.0492  -0.8670  1.2302  0.00

## Properties
total charge: -2
E_tot: -14324.7140 hartree
spin multiplicity: 2
relative energy (zero: lowest compared OMol25 entry of this formula, charge and spin): 11.6 kcal per mole
HOMO-LUMO gap (spin up / spin down): 5.956 / 4.518 eV

2.
This record from OMol25 describes C24H21BrF4NOPSTl as an isolated structure. The level of theory is wB97M-V/def2-TZVPD.

Last column: Mulliken charge in e.
Cartesian coordinates (Å):
Tl  -1.2318  1.0885  -0.5739  0.84
F  2.7058  0.4160  6.2838  -0.26
C  2.4353  0.3579  4.9949  0.62
C  3.4647  0.3274  4.0692  0.25
F  4.7218  0.3543  4.4754  -0.27
C  3.1612  0.2676  2.7202  0.34
F  4.1689  0.2301  1.8516  -0.35
C  1.8512  0.2385  2.2607  0.14
P  1.4837  0.2516  0.4647  0.02
C  2.2957  -1.2124  -0.2167  0.61
C  2.3282  -1.3099  -1.6108  -0.63
C  2.8371  -2.4460  -2.2151  -0.68
C  3.2931  -3.5001  -1.4330  -0.51
C  3.2404  -3.4139  -0.0509  -0.68
C  2.7380  -2.2756  0.5631  -0.46
C  2.4071  1.7024  -0.1405  0.82
C  3.6057  1.6192  -0.8436  -0.11
C  4.2208  2.7808  -1.2858  -0.75
C  3.6552  4.0205  -1.0241  -0.50
C  2.4686  4.1066  -0.3095  -0.78
C  1.8414  2.9506  0.1252  -0.53
C  0.8240  0.2621  3.2142  -0.20
Br  -1.0079  0.2034  2.7182  -0.13
C  1.1178  0.3203  4.5647  0.22
F  0.1457  0.3403  5.4675  -0.30
H  1.9693  -0.4847  -2.2172  0.47
H  2.8781  -2.5130  -3.2944  0.41
H  3.6859  -4.3909  -1.9047  0.41
H  3.5962  -4.2359  0.5564  0.42
H  2.6997  -2.2166  1.6437  0.39
H  4.0597  0.6569  -1.0376  0.45
H  5.1544  2.7160  -1.8294  0.42
H  4.1421  4.9216  -1.3725  0.40
H  2.0351  5.0736  -0.0887  0.43
H  0.9262  3.0192  0.7043  0.46
O  -3.2294  -0.0384  0.3994  -0.50
C  -4.0461  -0.8983  0.0583  0.34
C  -3.6560  -2.1429  -0.6806  -0.72
C  -3.6632  -1.6627  -2.1607  -0.20
C  -4.9152  -0.8972  -2.6439  -0.93
C  -5.1207  0.5276  -2.0797  -0.19
C  -5.7715  0.5615  -0.6781  -0.84
N  -5.3775  -0.6463  0.0624  -0.20
H  -4.3844  -2.9401  -0.5319  0.34
H  -2.6673  -2.5031  -0.4028  0.31
H  -3.5256  -2.5351  -2.7998  0.40
H  -2.7904  -1.0177  -2.3118  0.04
H  -5.8124  -1.4985  -2.4650  0.31
H  -4.8231  -0.8113  -3.7272  0.43
H  -5.7390  1.1005  -2.7711  0.46
H  -4.1522  1.0364  -2.0427  0.03
H  -6.8566  0.5668  -0.7467  0.43
H  -5.4620  1.4465  -0.1262  0.26
H  -5.9420  -1.4492  -0.1618  0.37
S  -1.9838  3.5747  0.5806  -0.11

## Properties
total charge: +1
E_tot: -4942.3502 hartree
spin multiplicity: 1
HOMO-LUMO gap (spin up / spin down): 5.141 / 6.027 eV

3.
This record from OMol25 describes C24H21IrN4O2S as an isolated structure. The level of theory is wB97M-V/def2-TZVPD.

Last column: Mulliken spin population.
Cartesian coordinates (Å):
Ir  -0.0103  -1.4390  0.2134  2.92
C  -1.1596  -0.0845  2.9831  -0.01
N  -1.3236  -1.0821  1.9200  0.12
C  -2.3860  -1.8324  1.9114  0.07
C  -2.5624  -2.7755  0.8803  -0.03
C  -3.5532  -3.7235  0.6143  0.06
C  -3.1580  -4.3876  -0.5466  0.01
C  -1.9439  -3.8179  -0.9406  0.05
N  -1.5838  -2.8480  -0.0898  0.11
C  -2.0862  1.0897  2.7956  0.00
C  -3.1483  1.3038  3.6639  0.00
C  -4.0250  2.3618  3.4577  0.00
C  -3.8449  3.2097  2.3767  0.00
C  -2.7830  3.0018  1.5041  0.00
C  -1.9085  1.9505  1.7158  0.00
H  -0.1187  0.2400  2.9605  0.01
H  -1.3332  -0.5503  3.9574  0.00
H  -3.1322  -1.7376  2.6994  -0.01
H  -4.4437  -3.8942  1.1984  0.00
H  -3.6783  -5.1824  -1.0550  0.00
H  -1.3303  -4.0636  -1.7936  0.00
H  -3.2892  0.6433  4.5123  0.00
H  -4.8481  2.5210  4.1424  0.00
H  -4.5292  4.0316  2.2118  0.00
H  -2.6381  3.6574  0.6554  0.00
H  -1.0842  1.7877  1.0311  0.00
O  -0.7771  1.7755  -2.3696  0.04
C  -0.1564  1.1695  -1.5238  0.00
O  -0.6257  0.0659  -0.9793  0.18
C  1.2020  1.6598  -1.0934  -0.02
C  1.7834  1.3556  0.1289  0.04
C  3.0598  1.8067  0.4362  0.03
C  3.7626  2.5745  -0.4804  0.00
C  3.1777  2.9052  -1.6963  0.00
C  1.9020  2.4586  -1.9957  0.00
H  1.2538  0.7642  0.8688  -0.02
H  3.5002  1.5526  1.3909  0.00
H  4.7602  2.9221  -0.2448  0.00
H  3.7171  3.5134  -2.4110  0.00
H  1.4243  2.7155  -2.9318  0.00
C  1.5976  -0.7835  -3.7830  -0.01
C  2.5390  -1.1087  -2.6675  0.01
C  3.9210  -0.9953  -2.7835  0.02
C  4.6800  -1.3349  -1.6798  0.00
N  4.1505  -1.7486  -0.5290  0.02
C  2.8294  -1.8078  -0.5054  0.03
S  2.0025  -2.3081  0.9716  0.33
N  2.0068  -1.5212  -1.5181  0.06
H  2.1030  -0.7955  -4.7468  0.00
H  1.1733  0.2107  -3.6327  0.00
H  0.7703  -1.4910  -3.7903  0.00
H  4.3822  -0.6619  -3.7018  0.00
H  5.7623  -1.2733  -1.7116  0.00

## Properties
E_tot: -1799.1278 hartree
spin multiplicity: 5
relative energy (zero: lowest compared OMol25 entry of this formula, charge and spin): 0.8 kcal per mole
HOMO-LUMO gap (spin up / spin down): 8.230 / 6.226 eV

4.
This record from OMol25 describes C24H21IrN6O6S3 as an isolated structure. The level of theory is wB97M-V/def2-TZVPD.

Last column: Mulliken spin population.
Cartesian coordinates (Å):
Ir  0.8095  -0.5333  0.3448  0.39
C  2.4713  3.3367  4.0827  0.00
C  2.0094  3.5959  2.6597  0.01
N  2.8163  2.8915  1.6611  -0.02
C  2.5755  1.6684  1.2226  -0.02
S  1.3243  0.6593  2.0719  0.45
N  3.2444  1.1203  0.2568  0.08
N  2.7400  -0.1144  -0.0050  -0.04
C  3.5107  -1.0713  -0.4152  0.05
C  4.9213  -0.8660  -0.8277  -0.01
C  2.8970  -2.4155  -0.3103  0.01
C  3.5360  -3.5735  -0.6877  0.01
C  2.9265  -4.7966  -0.4216  0.01
C  1.7070  -4.8117  0.2270  0.00
C  1.1081  -3.6078  0.5719  0.02
N  1.6905  -2.4399  0.3071  0.00
H  1.8510  3.8947  4.7827  0.00
H  3.5073  3.6455  4.2188  0.00
H  2.3942  2.2783  4.3373  0.00
H  2.0696  4.6553  2.4161  0.00
H  0.9652  3.3029  2.5239  0.00
H  3.5158  3.4044  1.1427  0.00
H  5.1540  0.1933  -0.8518  0.00
H  5.0773  -1.2923  -1.8200  0.00
H  5.5969  -1.3691  -0.1330  0.00
H  4.4981  -3.5209  -1.1761  0.00
H  3.4088  -5.7194  -0.7126  0.00
H  1.1993  -5.7346  0.4648  0.00
H  0.1620  -3.5734  1.0921  0.00
O  1.6176  2.7493  -1.6173  0.00
S  0.5374  1.8245  -1.8133  0.00
O  0.7521  0.7208  -2.7040  0.00
N  0.0176  1.1937  -0.3571  0.04
C  -1.1679  1.7552  0.1063  -0.02
O  -1.6823  1.4808  1.1587  0.02
C  -1.6936  2.7096  -0.9077  0.00
C  -2.8603  3.4463  -0.8147  0.00
C  -3.2222  4.2298  -1.9020  0.00
C  -2.4359  4.2710  -3.0509  0.00
C  -1.2591  3.5377  -3.1417  0.00
C  -0.9253  2.7617  -2.0517  -0.01
H  -3.4670  3.3916  0.0787  0.00
H  -4.1317  4.8139  -1.8625  0.00
H  -2.7462  4.8836  -3.8865  0.00
H  -0.6400  3.5680  -4.0272  0.00
O  -2.2423  0.0159  -1.8366  0.00
S  -1.9571  -1.3184  -1.4102  0.00
O  -1.3547  -2.2300  -2.3340  0.00
N  -1.0368  -1.3411  0.0047  0.01
C  -1.6885  -1.9197  1.0643  0.00
O  -1.1401  -2.0830  2.1478  0.00
C  -3.0743  -2.3093  0.7019  0.00
C  -4.0243  -2.8904  1.5227  0.00
C  -5.2617  -3.1871  0.9688  0.00
C  -5.5354  -2.9118  -0.3706  0.00
C  -4.5813  -2.3308  -1.1973  0.00
C  -3.3603  -2.0383  -0.6252  0.00
H  -3.7956  -3.0954  2.5595  0.00
H  -6.0297  -3.6374  1.5830  0.00
H  -6.5097  -3.1536  -0.7733  0.00
H  -4.7890  -2.1139  -2.2357  0.00

## Properties
total charge: +1
E_tot: -3005.8184 hartree
spin multiplicity: 2
relative energy (zero: lowest compared OMol25 entry of this formula, charge and spin): 14.4 kcal per mole
HOMO-LUMO gap (spin up / spin down): 6.975 / 5.612 eV